1.
Below is 9 unconnected molecules or ions with the total composition BF4H16O8 at a distorted geometry, with properties calculated with ωB97M-V/def2-TZVPD.

Each line ends with the Mulliken charge.
Element x y z (Å)
B (-0.51, -0.47, 0.30)  0.549
F (-1.44, -0.97, -0.59)  -0.406
F (0.42, 0.23, -0.34)  -0.345
F (-1.19, 0.29, 1.19)  -0.373
F (0.03, -1.56, 0.92)  -0.422
O (-4.18, -2.51, -5.54)  -0.646
H (-3.60, -2.73, -6.27)  0.313
H (-3.62, -2.60, -4.76)  0.334
O (5.33, -1.61, -0.09)  -0.640
H (4.51, -2.09, -0.02)  0.329
H (5.81, -2.05, -0.79)  0.311
O (-1.81, 2.25, -4.00)  -0.655
H (-2.30, 3.01, -3.70)  0.310
H (-1.89, 1.62, -3.28)  0.344
O (1.57, 5.46, 4.92)  -0.647
H (0.92, 4.88, 4.53)  0.331
H (2.11, 4.89, 5.47)  0.316
O (-4.61, 3.08, 4.55)  -0.645
H (-4.03, 2.34, 4.35)  0.332
H (-5.40, 2.69, 4.91)  0.313
O (0.73, -4.69, -2.33)  -0.654
H (0.59, -3.84, -1.93)  0.344
H (1.42, -4.54, -2.98)  0.307
O (0.42, -2.74, 5.78)  -0.658
H (0.45, -2.58, 4.84)  0.347
H (-0.51, -2.70, 6.00)  0.311
O (3.94, 2.33, -3.90)  -0.659
H (3.11, 2.75, -4.16)  0.324
H (3.73, 1.86, -3.10)  0.336

Its relative energy (zero: lowest compared OMol25 entry of this formula, charge and spin) is 48.0 kcal per mole. Its charge is -1. As for the orbital gap: 10.44 eV. For the LUMO energy, the calculation gives 0.09510 Ha.



2.
Below is a molecular structure, C15H21F5IO3P2Tc at a distorted geometry, with properties calculated with ωB97M-V/def2-TZVPD.

Each line ends with the Mulliken spin population.
Element x y z (Å)
C (2.93, 1.75, -3.78)  0.001
C (2.14, 1.14, -2.66)  -0.009
H (3.08, 1.06, -4.66)  0.001
H (3.91, 2.11, -3.42)  0.000
H (2.42, 2.66, -4.17)  0.000
O (1.63, 0.04, -2.53)  -0.002
I (2.08, 3.12, -1.95)  0.001
Tc (-0.60, -0.41, 0.21)  1.980
P (-1.26, 0.60, -1.75)  -0.088
C (-2.56, -0.57, -2.34)  0.052
C (-2.33, 1.99, -1.23)  0.015
H (-3.09, 2.18, -2.00)  -0.003
H (-1.82, 1.16, -4.02)  -0.001
H (-1.73, 2.90, -1.07)  0.001
H (-0.55, 2.28, -3.48)  0.002
H (-3.29, -0.77, -1.55)  -0.004
H (-2.82, 1.72, -0.28)  0.001
C (-0.87, 1.23, -3.46)  0.013
H (-3.07, -0.13, -3.21)  0.008
H (-0.14, 0.60, -3.97)  -0.001
H (-2.08, -1.50, -2.65)  0.000
P (1.98, -0.08, 0.36)  -0.128
C (2.37, -1.70, 1.14)  -0.003
C (3.71, 0.16, -0.38)  -0.005
H (2.13, 2.01, 1.64)  0.002
H (3.35, 0.83, 2.21)  -0.005
H (1.63, 0.62, 2.65)  0.002
C (2.31, 0.95, 1.85)  -0.008
H (3.97, 1.21, -0.56)  0.001
H (4.46, -0.24, 0.31)  -0.002
H (3.44, -1.82, 1.34)  -0.002
H (2.05, -2.50, 0.47)  -0.001
H (3.83, -0.39, -1.31)  0.000
H (1.84, -1.76, 2.10)  0.000
C (-0.29, -2.11, -0.53)  -0.061
O (-0.12, -3.16, -1.05)  0.143
F (-3.81, -2.67, 5.45)  0.072
C (-3.06, -2.02, 4.53)  0.269
C (-3.58, -1.95, 3.23)  0.117
F (-4.72, -2.55, 2.86)  0.022
C (-2.89, -1.14, 2.32)  0.022
F (-3.34, -0.98, 1.05)  0.002
C (-1.73, -0.47, 2.77)  0.198
O (-1.11, 0.42, 1.97)  0.242
C (-1.15, -0.70, 4.05)  0.133
F (0.08, -0.14, 4.28)  0.018
C (-1.88, -1.44, 4.95)  0.007
F (-1.49, -1.58, 6.26)  -0.001

Its relative energy (zero: lowest compared OMol25 entry of this formula, charge and spin) is 50.7 kcal per mole. As for the expectation value of S²: 3.815. Its charge is +3. As for the orbital gap (spin up / spin down): 4.94 / 3.31 eV. As for the spin multiplicity: 4. For the LUMO energy (spin up / spin down), the calculation gives -0.45493 / -0.51491 Ha.



3.
Below is a molecular structure, C41H28BeIN6PS2 at a distorted geometry, with properties calculated with ωB97M-V/def2-TZVPD.

Each line ends with the Mulliken charge.
Element x y z (Å)
Be (-0.01, -0.49, 0.27)  -0.133
I (2.36, 0.08, -0.57)  0.352
C (3.27, 1.92, 0.00)  0.255
C (4.61, 1.72, 0.13)  -0.819
C (5.48, 2.81, 0.33)  -0.950
C (4.96, 4.07, 0.34)  -0.904
C (3.56, 4.29, 0.22)  0.753
C (3.08, 5.61, 0.27)  -0.835
C (1.74, 5.88, 0.21)  -1.260
C (0.84, 4.80, 0.11)  -0.263
C (1.26, 3.49, 0.05)  1.224
P (-0.08, 2.21, 0.03)  0.135
C (-1.08, 2.69, 1.47)  0.807
C (-0.40, 2.94, 2.67)  -0.732
C (-1.09, 3.16, 3.85)  -1.370
C (-2.48, 3.14, 3.86)  -0.832
C (-3.17, 2.89, 2.68)  -0.881
C (-2.48, 2.66, 1.49)  -0.963
C (-0.99, 2.68, -1.49)  1.514
C (-0.52, 2.08, -2.66)  -0.809
C (-1.06, 2.42, -3.90)  -0.667
C (-2.07, 3.36, -3.97)  -0.673
C (-2.55, 3.95, -2.81)  -0.880
C (-2.02, 3.61, -1.58)  -0.496
C (2.65, 3.20, 0.08)  0.872
H (5.02, 0.72, 0.06)  0.435
H (6.54, 2.63, 0.44)  0.433
H (5.60, 4.93, 0.46)  0.411
H (3.80, 6.42, 0.37)  0.432
H (1.37, 6.89, 0.25)  0.461
H (-0.22, 5.02, 0.09)  0.363
H (0.69, 2.98, 2.67)  0.583
H (-0.55, 3.38, 4.76)  0.481
H (-3.02, 3.31, 4.78)  0.415
H (-4.25, 2.89, 2.67)  0.689
H (-3.03, 2.47, 0.58)  0.833
H (0.29, 1.36, -2.61)  0.310
H (-0.68, 1.95, -4.80)  0.471
H (-2.49, 3.64, -4.94)  0.432
H (-3.34, 4.69, -2.87)  0.484
H (-2.41, 4.09, -0.69)  0.338
S (-5.17, 0.88, 4.88)  0.177
N (-5.24, 0.71, 3.28)  -0.622
C (-4.00, 0.49, 2.87)  0.071
C (-3.59, 0.30, 1.49)  0.673
C (-4.43, 0.35, 0.37)  -0.599
C (-3.89, 0.18, -0.88)  -1.203
C (-2.52, -0.08, -1.01)  -0.499
N (-1.72, -0.13, 0.04)  0.258
C (-2.24, 0.08, 1.27)  0.171
C (-1.28, 0.03, 2.36)  0.611
N (-0.01, -0.23, 1.97)  0.343
C (0.95, -0.26, 2.89)  -0.366
C (0.67, -0.06, 4.24)  -1.194
C (-0.63, 0.18, 4.64)  -0.612
C (-1.64, 0.24, 3.67)  0.557
C (-3.05, 0.48, 3.93)  0.496
N (-3.59, 0.69, 5.12)  -0.605
H (-5.49, 0.53, 0.52)  0.616
H (-4.50, 0.23, -1.77)  0.520
H (-2.08, -0.25, -1.98)  0.615
H (1.96, -0.45, 2.54)  0.635
H (1.47, -0.11, 4.96)  0.509
H (-0.88, 0.33, 5.68)  0.654
N (-1.44, -2.99, 1.60)  -0.166
C (-0.34, -3.15, 0.84)  0.410
N (0.06, -2.29, -0.09)  0.498
C (1.09, -2.89, -0.86)  -0.609
C (1.52, -2.48, -2.12)  -0.199
C (2.52, -3.20, -2.75)  -0.694
C (3.10, -4.32, -2.16)  -0.716
C (2.63, -4.78, -0.93)  -0.398
C (1.60, -4.07, -0.33)  0.553
S (0.66, -4.54, 1.06)  -0.248
H (-2.20, -2.46, 1.22)  0.205
H (-1.71, -3.77, 2.18)  0.290
H (1.05, -1.64, -2.62)  0.557
H (2.83, -2.90, -3.75)  0.447
H (3.89, -4.85, -2.66)  0.420
H (3.04, -5.67, -0.47)  0.431

Its charge is +2. As for the orbital gap: 6.84 eV. For the LUMO energy, the calculation gives -0.22587 Ha.



4.
Below is a single C6H13OP molecule at a distorted geometry, with properties calculated with ωB97M-V/def2-TZVPD.

Each line ends with the Mulliken charge.
Element x y z (Å)
C (0.33, 2.16, -0.03)  -1.399
P (0.01, 0.51, -0.46)  1.096
C (-0.42, 0.29, -2.28)  -1.168
C (-1.49, -0.09, 0.58)  -0.709
C (-1.42, -1.51, 1.11)  -1.000
C (1.42, -0.57, -0.14)  0.487
C (2.15, -0.21, 1.09)  -1.154
O (1.62, -1.59, -0.77)  -0.528
H (-0.70, 2.54, -0.27)  0.293
H (1.00, 2.75, -0.69)  0.315
H (0.20, -0.63, -2.40)  0.407
H (-1.54, 0.15, -2.37)  0.318
H (-0.01, 1.12, -2.80)  0.339
H (-1.47, 0.85, 1.30)  0.408
H (-2.39, 0.03, -0.09)  0.367
H (-1.92, -2.17, 0.47)  0.319
H (-0.37, -1.74, 1.36)  0.279
H (-2.12, -1.53, 2.03)  0.306
H (1.69, -0.51, 1.96)  0.312
H (3.21, -0.72, 1.17)  0.316
H (2.22, 0.88, 1.23)  0.397

Its relative energy (zero: lowest compared OMol25 entry of this formula, charge and spin) is 59.1 kcal per mole. Its charge is 0. As for the orbital gap: 7.39 eV. For the LUMO energy, the calculation gives 0.00373 Ha.